56
Properties=species:S:1:pos:R:3:forces:R:3:mulliken_charge:R:1 method="wB97M-V/def2-TZVPD" smiles="CC[C@H](Br)[C@]1(B(N)O)C[C@@](CC)(P(O)O)CS(=O)(=O)O1.NC(N)=O.NC(N)=O"
C 3.142193 -0.887397 0.816715 0.770 0.411 -0.058 -1.227
C 3.130289 0.610976 0.423620 0.379 -0.353 -0.554 -0.296
C 1.950470 1.041025 -0.452182 -0.454 0.241 0.615 -0.873
Br 2.226592 2.889527 -1.095348 0.314 -0.443 0.169 -0.156
C 0.517889 0.896558 0.224635 1.456 -0.115 0.301 1.377
B 0.600003 1.135767 1.823980 0.661 0.876 0.970 0.509
N 0.823619 0.115286 2.814900 -0.829 0.192 -1.289 -0.529
O 0.491147 2.468135 2.261988 -0.428 -1.296 -0.629 -0.595
C -0.008432 -0.471849 -0.245211 -0.639 0.523 -0.146 -2.086
C -1.458387 -0.853244 0.083751 -1.525 -0.456 -0.215 1.539
C -1.882799 -1.972422 -0.922883 0.692 -0.383 0.273 -1.463
C -0.973095 -3.232202 -0.887635 -0.062 0.475 0.315 -1.549
P -1.662736 -1.597353 1.795106 0.546 -0.702 1.088 0.053
O -2.590749 -0.495098 2.651116 0.406 -0.406 -0.772 -0.627
O -2.749152 -2.846547 1.542555 0.173 1.300 -0.121 -0.285
C -2.507208 0.271818 -0.128434 1.149 -0.309 -0.850 -1.692
S -1.867292 1.955931 -0.081584 -2.692 3.079 -0.502 1.320
O -2.467891 2.668069 -1.211591 1.367 -1.217 1.024 -0.794
O -2.280270 2.541985 1.204452 1.412 -1.515 -0.699 -0.667
O -0.273673 2.004611 -0.320966 -1.879 -1.330 0.012 -0.421
H 4.196963 -1.174903 0.854106 -0.093 -0.054 0.114 0.453
H 2.746115 -1.076403 1.810963 -0.252 -0.106 -0.194 0.221
H 2.698719 -1.521810 0.047205 -0.157 0.016 0.152 0.254
H 3.303166 1.263261 1.282321 -0.356 -0.038 0.052 0.352
H 4.027244 0.736842 -0.189711 -0.125 0.218 -0.013 0.224
H 1.960615 0.427016 -1.354003 -0.052 0.184 -0.047 0.654
H 0.816308 -0.829132 2.456130 -0.104 -0.122 0.254 0.238
H 0.221376 0.165623 3.625797 0.407 0.059 0.356 0.253
H -0.198752 2.469869 2.932121 0.116 0.562 0.354 0.294
H 0.058803 -0.473643 -1.341674 0.022 0.033 0.056 0.631
H 0.632439 -1.285528 0.091448 0.162 0.238 0.156 0.312
H -1.807363 -1.528606 -1.919406 -0.210 0.037 0.051 0.791
H -2.922758 -2.243761 -0.753894 0.257 0.101 -0.063 0.728
H -0.312164 -3.237492 -0.014511 -0.069 -0.032 -0.034 0.364
H -1.575488 -4.134649 -0.805948 0.080 -0.039 -0.265 0.340
H -0.323777 -3.253941 -1.763772 -0.102 -0.247 -0.001 0.325
H -2.418342 0.417024 2.373730 -0.222 0.206 0.076 0.419
H -2.736734 -3.342675 2.365749 -0.067 -0.262 0.049 0.393
H -2.922690 0.152709 -1.131977 0.124 0.280 0.023 0.430
H -3.356920 0.209783 0.550490 0.174 0.290 0.113 0.773
N 6.817260 2.263773 -1.129232 0.044 -0.010 -0.119 -0.395
C 6.794373 2.038076 0.216661 -0.066 -0.077 0.042 0.760
N 6.976425 3.141521 0.999078 0.051 0.048 0.083 -0.424
O 6.618787 0.925946 0.686607 -0.041 0.001 -0.015 -0.634
H 6.950659 3.167028 -1.540772 -0.034 0.030 0.025 0.159
H 6.682427 1.471725 -1.727986 -0.008 -0.017 0.000 0.208
H 6.961250 3.006059 1.991967 -0.016 -0.019 0.011 0.215
H 7.117978 4.064004 0.635872 -0.025 0.002 -0.037 0.155
N -6.905576 -1.520687 -1.712591 -0.049 -0.078 0.071 -0.414
C -5.701125 -1.188063 -2.256784 0.072 -0.015 0.053 0.628
N -5.751891 -0.348876 -3.328936 0.068 -0.004 -0.073 -0.391
O -4.643507 -1.613243 -1.808750 -0.363 0.181 -0.186 -0.608
H -7.783657 -1.185202 -2.058352 0.006 0.029 -0.026 0.154
H -6.896824 -2.135450 -0.920649 0.020 -0.002 0.011 0.222
H -4.880182 -0.084092 -3.747653 0.012 0.024 0.011 0.218
H -6.603675 0.014321 -3.710629 -0.025 0.009 0.029 0.160



92
Properties=species:S:1:pos:R:3:forces:R:3:mulliken_charge:R:1 method="wB97M-V/def2-TZVPD" de_lowest_kcal_mol=0.0 charge=+2
Pd 0.709986 -1.116241 0.394385 -0.149 0.413 0.299 0.892
Br -3.120914 -0.881882 6.902635 0.020 0.002 -0.019 -0.110
C -1.824427 -1.001982 5.548206 0.038 0.038 0.003 0.004
C -2.056331 -1.815576 4.446189 -0.010 0.074 0.046 -0.821
C -1.115841 -1.881660 3.435315 0.101 0.058 0.008 0.099
C 0.069876 -1.164929 3.539345 -0.080 -0.050 0.089 -0.291
C 0.295005 -0.344004 4.639638 -0.025 -0.015 -0.041 0.014
C -0.653062 -0.261347 5.644575 -0.120 -0.044 0.033 -0.969
N 1.042793 -1.237340 2.495146 0.399 -0.060 0.067 0.256
C 2.276093 -1.343989 2.826342 -0.106 0.028 -0.090 -0.318
C 3.338135 -1.243408 1.823662 -0.109 0.024 -0.041 0.446
C 4.670967 -1.250993 2.193750 -0.083 0.013 -0.019 -0.977
C 5.638237 -1.053658 1.216241 -0.041 0.012 -0.063 -0.548
C 5.225113 -0.843852 -0.085248 -0.013 0.000 0.060 -1.135
C 3.865597 -0.872870 -0.377745 0.055 -0.018 -0.020 -0.313
N 2.934563 -1.080662 0.544962 0.160 -0.204 0.019 0.438
H -2.970287 -2.387213 4.377401 -0.031 -0.019 0.007 0.506
H -1.300970 -2.504336 2.575860 -0.015 -0.067 -0.070 0.132
H 1.188657 0.263947 4.701750 0.034 -0.016 -0.006 0.442
H -0.487963 0.383522 6.495182 -0.003 0.015 0.030 0.483
H 2.558370 -1.475037 3.868624 -0.003 0.003 0.006 0.634
H 4.941642 -1.399789 3.228792 0.017 -0.003 0.054 0.532
H 6.687734 -1.056243 1.472759 0.032 0.004 0.008 0.466
H 5.934672 -0.668876 -0.880187 0.029 0.000 -0.022 0.524
H 3.524559 -0.742621 -1.395716 0.012 -0.026 0.015 0.421
F -4.214974 -4.434635 -3.405035 -0.104 -0.062 -0.034 -0.274
C -3.200505 -3.679887 -3.057174 0.182 0.092 0.054 0.543
C -2.677166 -2.754015 -3.945214 0.053 0.004 0.189 0.419
F -3.183205 -2.633696 -5.153889 -0.042 0.008 -0.096 -0.269
C -1.598413 -1.968403 -3.559182 -0.075 -0.097 0.089 0.063
F -1.072028 -1.176351 -4.488518 0.004 0.190 0.046 -0.379
C -1.048680 -2.036177 -2.280615 0.071 -0.062 -0.122 0.236
P 0.418122 -1.036111 -1.831327 -0.132 -0.159 -0.099 1.233
C 0.279258 0.591274 -2.582983 -0.073 -0.095 -0.025 1.304
C 1.441566 1.282434 -2.918392 0.072 0.078 0.105 -0.594
C 1.361320 2.555404 -3.460124 0.004 0.015 0.031 -0.767
C 0.122811 3.144883 -3.663487 -0.045 -0.002 0.018 -0.946
C -1.037951 2.463904 -3.318055 0.002 0.060 -0.045 -0.767
C -0.961398 1.193110 -2.777376 0.101 -0.123 -0.169 -1.218
C 1.732817 -1.930329 -2.692051 -0.039 0.017 -0.026 0.836
C 2.239411 -3.094608 -2.109051 -0.007 0.015 0.055 -0.447
C 3.154545 -3.872146 -2.795797 0.021 -0.004 -0.020 -0.803
C 3.567771 -3.496210 -4.068002 -0.012 0.022 0.005 -0.666
C 3.057499 -2.347707 -4.656207 0.032 -0.035 0.015 -0.845
C 2.136643 -1.565657 -3.976174 -0.013 -0.013 -0.041 -0.339
C -1.539032 -3.041747 -1.442594 0.060 -0.041 -0.132 -0.569
Br -0.668672 -3.512428 0.169040 -0.001 -0.061 -0.046 -0.173
C -2.604525 -3.840234 -1.810998 0.144 0.078 -0.085 0.641
F -3.060034 -4.780471 -1.000959 -0.051 -0.056 0.056 -0.351
H 2.415684 0.830043 -2.774526 -0.030 0.027 0.016 0.343
H 2.266475 3.080728 -3.729985 0.021 0.024 -0.014 0.538
H 0.057866 4.131547 -4.099451 0.004 0.037 -0.016 0.464
H -2.003362 2.920529 -3.487082 -0.034 0.011 -0.006 0.467
H -1.868941 0.657441 -2.533621 0.026 -0.095 -0.173 0.825
H 1.922441 -3.396566 -1.117333 0.023 0.015 -0.043 0.226
H 3.542219 -4.773868 -2.342579 0.011 -0.018 0.007 0.493
H 4.282685 -4.104180 -4.603992 0.021 -0.022 -0.021 0.453
H 3.369242 -2.061911 -5.650699 0.009 0.002 -0.032 0.484
H 1.731600 -0.683060 -4.452797 -0.004 -0.074 -0.021 0.474
C 1.969719 5.141617 0.605748 -0.037 -0.109 0.001 -1.102
Si 0.995209 3.810470 1.472631 0.034 0.057 -0.046 0.042
C 2.060233 2.842310 2.679731 -0.075 0.070 -0.078 -0.500
C -0.517840 4.503286 2.322730 0.083 -0.071 -0.059 -0.997
C 0.446189 2.541278 0.160301 0.148 -0.040 0.173 -0.059
Te -0.707736 1.007886 1.085959 -0.113 -0.029 -0.420 0.095
C -2.532732 1.478942 0.108790 -0.107 -0.040 0.279 -0.380
Si -4.023343 0.463627 0.721895 -0.073 0.007 -0.051 -0.120
C -4.225895 0.771030 2.552187 0.050 -0.041 -0.116 -0.749
C -3.645432 -1.329975 0.314670 -0.067 0.147 0.082 -0.133
C -5.503581 1.051858 -0.245369 0.085 -0.023 0.061 -1.187
H 2.369726 5.865866 1.314322 0.013 0.041 0.069 0.366
H 1.341966 5.686115 -0.100083 -0.034 0.027 -0.035 0.341
H 2.811421 4.723348 0.052113 0.037 -0.019 -0.018 0.349
H 2.377060 3.471392 3.511361 0.023 0.038 0.043 0.451
H 2.959387 2.457620 2.195535 0.051 -0.026 -0.045 0.296
H 1.508076 2.000653 3.103769 -0.042 -0.056 0.037 -0.226
H -0.225056 5.202358 3.106615 0.028 0.034 0.034 0.407
H -1.124219 3.728863 2.796640 -0.032 -0.036 0.024 0.290
H -1.148666 5.052312 1.622627 -0.038 0.016 -0.043 0.343
H 1.308214 2.041816 -0.283627 0.053 0.051 0.033 -0.168
H -0.147508 2.946588 -0.658210 -0.094 0.031 0.036 0.456
H -2.413969 1.422069 -0.967066 0.056 0.028 0.131 -0.219
H -2.642214 2.534597 0.374425 -0.089 0.020 -0.002 0.734
H -3.305514 0.601720 3.113904 0.046 -0.033 0.041 0.104
H -4.995454 0.125739 2.976677 -0.036 -0.041 0.011 0.365
H -4.537977 1.802019 2.724060 0.002 0.056 0.019 0.356
H -2.669097 -1.646523 0.692058 -0.080 0.060 0.046 -0.322
H -3.652549 -1.480392 -0.767778 -0.020 0.071 0.014 -0.027
H -4.399472 -1.994265 0.739121 -0.031 -0.033 0.033 0.656
H -5.695970 2.109850 -0.067023 -0.010 0.056 0.006 0.363
H -6.401148 0.505014 0.043428 -0.046 -0.044 0.028 0.352
H -5.365110 0.911019 -1.317784 0.010 -0.007 -0.059 0.384



no.,HOMO energy (eV)
1,-8.551
2,-13.515